--- i ---
Computed, not measured: a 2-piece molecular cluster, C6H15N2 overall, with ωB97M-V with the def2-TZVPD basis set.

Each line ends with the Löwdin charge.
Element x y z (Å)
C  1.89  0.69  0.29  -0.024
C  0.12  1.74  0.76  -0.080
C  0.42  0.69  -0.28  -0.367
C  -2.14  -0.89  -0.20  -0.127
C  -0.15  -2.25  -0.63  -0.095
C  -0.71  -1.08  0.20  -0.260
N  0.17  1.03  -1.57  0.089
N  1.36  1.44  1.46  0.065
H  2.34  -0.30  0.47  0.148
H  2.52  1.34  -0.21  0.108
H  0.12  2.73  0.36  0.139
H  -0.72  1.61  1.36  0.113
H  -2.27  -0.46  -1.17  0.057
H  -2.74  -0.23  0.46  0.083
H  -2.60  -1.94  -0.21  0.118
H  -0.92  -2.34  -1.41  0.080
H  0.12  -3.09  0.05  0.102
H  0.73  -1.75  -1.10  0.065
H  -0.52  -1.26  1.32  0.125
H  -0.86  0.94  -1.81  0.124
H  0.53  0.32  -2.18  0.095
H  1.41  0.72  2.22  0.201
H  1.89  2.34  1.82  0.241

Summary:
total charge = +1

***

--- ii ---
Computed, not measured: a 3-piece molecular cluster, C6H15N2 overall, with ωB97M-V with the def2-TZVPD basis set.

Each line ends with the Löwdin charge.
Element x y z (Å)
N  -0.95  3.05  0.38  0.059
C  0.02  -1.39  -2.79  -0.118
C  0.19  -1.90  -4.01  -0.043
N  0.13  0.10  0.01  0.200
C  -0.91  -0.29  0.73  -0.187
C  -0.52  -0.33  2.22  -0.111
C  1.01  -0.32  2.18  -0.116
C  1.30  0.20  0.73  -0.125
H  -0.47  3.87  0.05  0.032
H  -0.74  2.21  -0.11  -0.032
H  -0.98  3.10  1.39  0.020
H  -0.59  -0.51  -2.62  0.031
H  0.28  -2.01  -1.94  0.029
H  0.78  -2.80  -4.12  0.056
H  -0.35  -1.44  -4.83  0.058
H  -1.14  -1.33  0.42  0.225
H  -1.85  0.20  0.44  0.177
H  -0.85  0.63  2.63  0.120
H  -0.90  -1.12  2.86  0.128
H  1.51  -1.28  2.33  0.123
H  1.39  0.38  2.91  0.118
H  2.13  -0.30  0.20  0.164
H  1.51  1.26  0.94  0.191

Summary:
total charge = +1

***

Stability comparison, relative energies in hartree: i 0.0000; ii 0.0634